No. 1
C33H80N8O5 | ωB97M-V/def2-TZVPD

```
126
Properties=species:S:1:pos:R:3
C -5.541 4.107 2.110
C -4.193 4.809 2.365
N -2.970 4.085 1.943
C -2.919 2.778 2.664
C -1.558 2.128 2.399
C -2.903 3.832 0.486
C -1.533 4.290 -0.075
H -5.681 3.212 2.708
H -5.600 3.828 1.064
H -6.350 4.808 2.318
H -4.239 5.772 1.848
H -4.108 5.055 3.425
H -3.113 3.006 3.735
H -3.738 2.052 2.458
H -0.719 2.793 2.614
H -1.428 1.176 2.926
H -1.546 1.899 1.337
H -3.686 4.384 -0.065
H -3.099 2.788 0.228
H -1.257 5.335 0.086
H -1.535 4.092 -1.158
H -0.764 3.651 0.369
C -4.423 -3.025 -1.148
C -3.078 -2.283 -1.083
N -2.948 -0.956 -1.801
C -3.937 0.029 -1.335
C -4.106 0.177 0.213
C -2.949 -1.149 -3.247
C -1.737 -1.972 -3.729
H -4.613 -3.368 -2.173
H -5.305 -2.420 -0.860
H -4.342 -3.940 -0.560
H -2.779 -2.139 -0.047
H -2.330 -2.951 -1.530
H -3.715 1.008 -1.816
H -4.956 -0.268 -1.680
H -3.131 0.467 0.630
H -4.869 0.940 0.460
H -4.395 -0.735 0.708
H -2.932 -0.156 -3.744
H -3.909 -1.573 -3.661
H -1.839 -3.003 -3.382
H -0.799 -1.559 -3.351
H -1.690 -2.009 -4.823
C 3.808 -1.813 0.418
C 3.069 -1.899 -0.909
N 3.853 -2.674 -1.899
C 3.162 -2.805 -3.224
C 1.884 -3.586 -2.983
C 5.257 -2.297 -2.139
C 5.467 -0.857 -2.681
H 4.727 -1.231 0.373
H 3.983 -2.813 0.804
H 3.176 -1.323 1.179
H 2.122 -2.438 -0.769
H 2.769 -0.872 -1.243
H 2.886 -1.854 -3.723
H 3.884 -3.347 -3.857
H 1.374 -3.935 -3.887
H 2.089 -4.448 -2.332
H 1.204 -2.886 -2.509
H 5.625 -3.056 -2.830
H 5.878 -2.454 -1.248
H 6.503 -0.567 -2.839
H 5.018 -0.158 -1.970
H 4.942 -0.751 -3.624
C 3.085 0.825 -5.475
O 2.822 1.545 -4.528
N 2.225 -0.062 -6.029
C 0.916 -0.212 -5.364
C 2.671 -0.880 -7.150
H 4.065 0.866 -5.963
H 0.825 -1.205 -4.902
H 0.071 -0.056 -6.037
H 0.927 0.506 -4.535
H 2.724 -1.961 -6.930
H 1.995 -0.790 -7.992
H 3.674 -0.585 -7.449
C 2.619 -0.052 4.857
O 3.805 -0.231 4.836
N 1.756 -1.075 4.559
C 0.313 -0.923 4.645
C 2.324 -2.401 4.211
H 2.145 0.927 5.107
H -0.083 -1.551 5.457
H -0.188 -1.130 3.691
H 0.058 0.119 4.923
H 2.146 -3.150 4.988
H 1.848 -2.736 3.287
H 3.399 -2.309 4.044
C 3.563 4.752 1.026
O 2.764 5.662 0.882
N 3.635 3.899 2.077
C 4.631 2.837 2.010
C 2.729 4.059 3.228
H 4.340 4.546 0.261
H 5.311 3.008 2.854
H 5.194 2.958 1.090
H 4.258 1.819 2.110
H 2.066 4.894 2.990
H 2.107 3.171 3.384
H 3.314 4.268 4.129
C -2.958 -1.670 3.089
O -3.679 -0.839 3.635
N -3.185 -3.010 3.264
C -2.302 -4.006 2.643
C -4.275 -3.550 4.112
H -2.101 -1.425 2.443
H -2.865 -4.704 2.005
H -1.675 -4.586 3.339
H -1.587 -3.482 1.991
H -4.990 -4.111 3.481
H -3.826 -4.253 4.821
H -4.787 -2.750 4.657
C -0.027 -0.614 0.022
O 0.016 -1.214 1.096
N 0.643 0.539 -0.240
C 0.458 1.203 -1.549
C 1.580 1.137 0.709
H -0.633 -0.941 -0.861
H -0.290 0.678 -2.139
H 1.426 1.178 -2.101
H 0.132 2.233 -1.371
H 2.551 1.104 0.182
H 1.230 2.172 0.859
H 1.668 0.626 1.681
```

## Properties
Energy above the lowest of the compared OMol25 structures with the same formula, charge and spin = 222.91 kJ/mol
Charge = 0
E_LUMO = 0.0193 hartree
SMILES string = CCN(CC)CC.CCN(CC)CC.CCN(CC)CC.CN(C)C=O.CN(C)C=O.CN(C)C=O.CN(C)C=O.CN(C)C=O
Kohn-Sham gap = 8.81 eV

Results of the Mulliken charge analysis, in e, for atoms 1 through 2:
1 C -0.989
2 C -0.762



No. 2
C5H5NO2 | ωB97M-V/def2-TZVPD

```
13
Properties=species:S:1:pos:R:3
C 0.394 0.479 0.244
C -1.026 -0.038 0.295
C -1.765 -0.904 -0.393
C 1.284 -0.647 -0.277
C 0.439 1.637 -0.557
H 2.179 0.309 1.632
H -1.577 0.631 1.134
H -2.760 -1.162 -0.055
H -1.516 -1.468 -1.407
H 1.665 -1.255 0.521
N 0.635 2.657 -1.106
O 0.847 0.849 1.475
O 1.202 -1.089 -1.506
```

## Properties
Energy above the lowest of the compared OMol25 structures with the same formula, charge and spin = 591.24 kJ/mol
Charge = 0
E_LUMO = -0.0541 hartree
Kohn-Sham gap = 9.27 eV

Results of the Mulliken charge analysis, in e, for atoms 1 through 2:
1 C 1.408
2 C -0.509



No. 3
C24H16IN2O2W | ωB97M-V/def2-TZVPD

```
46
Properties=species:S:1:pos:R:3
W -0.091 -0.213 -0.391
O -0.024 -1.860 -1.240
C -0.805 -2.998 -1.258
C -0.371 -4.046 -2.033
C -1.115 -5.223 -2.047
C -2.289 -5.354 -1.301
C -2.736 -4.299 -0.541
C -2.008 -3.091 -0.499
C -2.544 -1.981 0.186
N -1.887 -0.854 0.133
N -2.121 0.350 0.771
C -1.908 1.426 -0.039
O -1.123 1.215 -1.129
C -2.343 2.725 0.298
C -2.008 3.816 -0.535
C -2.496 5.065 -0.237
C -3.308 5.242 0.884
C -3.642 4.172 1.716
C -3.168 2.913 1.430
H 0.540 -3.952 -2.609
H -0.770 -6.052 -2.652
H -2.849 -6.278 -1.333
H -3.658 -4.377 0.021
H -3.514 -2.012 0.678
H -1.388 3.666 -1.409
H -2.259 5.908 -0.871
H -3.691 6.229 1.111
H -4.278 4.331 2.575
H -3.431 2.073 2.057
I 0.612 -0.803 2.208
C 2.679 -0.418 1.967
C 3.665 -0.548 2.898
C 4.979 -0.217 2.476
C 5.253 0.219 1.202
C 4.212 0.357 0.255
C 4.357 0.805 -1.089
C 3.289 0.925 -1.958
C 1.988 0.605 -1.519
C 1.843 0.157 -0.217
C 2.912 0.026 0.669
H 3.491 -0.884 3.912
H 5.781 -0.317 3.195
H 6.271 0.461 0.923
H 5.346 1.068 -1.448
H 3.440 1.278 -2.968
H 1.166 0.744 -2.242
```

## Properties
Energy above the lowest of the compared OMol25 structures with the same formula, charge and spin = 0.00 kJ/mol
Charge = +3
E_LUMO = -0.4260 hartree
Kohn-Sham gap = 6.17 eV

Results of the Mulliken charge analysis, in e, for atoms 1 through 2:
1 W 1.234
2 O -0.579



No. 4
C2H9N2O | ωB97M-V/def2-TZVPD

```
14
Properties=species:S:1:pos:R:3
N -0.567 -2.920 -1.277
H 0.047 -3.645 -1.630
H -1.423 -3.342 -0.947
H -0.171 -2.392 -0.458
C -0.289 0.218 0.119
O -0.261 -1.019 0.705
C 0.569 1.282 0.856
N 0.656 2.546 0.143
H 0.093 0.233 -0.927
H -1.329 0.645 0.076
H 0.151 1.382 1.862
H 1.564 0.842 0.948
H -0.247 2.928 -0.106
H 1.207 3.241 0.636
```

## Properties
Energy above the lowest of the compared OMol25 structures with the same formula, charge and spin = 0.00 kJ/mol
Charge = -2
E_LUMO (spin up / spin down) = 0.2569 / 0.2552 hartree
2S+1 = 2
Kohn-Sham gap (spin up / spin down) = 2.21 / 6.31 eV

Results of the Mulliken charge analysis, in e, for atoms 1 through 2:
1 N -0.680
2 H 0.143



No. 5
C3H4N2S | ωB97M-V/def2-TZVPD

```
10
Properties=species:S:1:pos:R:3
C 1.331 0.593 -0.313
C -0.818 -0.139 -1.049
C 0.122 -0.221 0.142
N 2.176 1.263 -0.708
N -0.372 0.022 1.433
S -1.191 -1.336 -1.928
H -1.374 0.778 -1.232
H 0.469 -1.447 -0.177
H 0.062 -0.511 2.223
H -0.407 0.996 1.608
```

## Properties
Energy above the lowest of the compared OMol25 structures with the same formula, charge and spin = 260.71 kJ/mol
Charge = 0
E_LUMO = -0.0211 hartree
SMILES string = N#C[C@@H](N)C=S
Kohn-Sham gap = 8.69 eV

Results of the Mulliken charge analysis, in e, for atoms 1 through 2:
1 C 0.169
2 C -0.276



No. 6
C34H48F3NNiP2Si4 | ωB97M-V/def2-TZVPD

```
93
Properties=species:S:1:pos:R:3
Ni -0.588 0.496 -0.496
N -1.899 -1.695 0.712
P -2.538 -0.088 0.627
C -2.196 0.528 2.319
C -1.586 -0.233 3.308
C -1.362 0.313 4.566
C -1.736 1.621 4.837
C -2.320 2.396 3.841
C -2.543 1.854 2.586
C -4.311 -0.486 0.812
C -4.714 -1.481 1.704
C -6.051 -1.823 1.804
C -7.001 -1.161 1.031
C -6.610 -0.141 0.179
C -5.266 0.194 0.062
P -0.361 -1.810 -0.032
C -0.649 -2.426 -1.727
C -1.813 -2.117 -2.422
C -1.932 -2.449 -3.765
C -0.891 -3.089 -4.418
C 0.272 -3.410 -3.727
C 0.398 -3.072 -2.390
C 0.182 -3.332 0.812
C -0.367 -4.566 0.477
C 0.051 -5.712 1.136
C 1.009 -5.630 2.140
C 1.549 -4.400 2.487
C 1.136 -3.253 1.824
H -2.535 -2.477 0.608
H -1.282 -1.251 3.092
H -0.891 -0.286 5.336
H -1.576 2.037 5.823
H -2.595 3.423 4.044
H -2.984 2.460 1.800
H -3.984 -1.979 2.332
H -6.361 -2.605 2.485
H -8.044 -1.440 1.102
H -7.350 0.391 -0.405
H -4.954 0.976 -0.617
H -2.621 -1.588 -1.932
H -2.836 -2.195 -4.303
H -0.980 -3.339 -5.467
H 1.088 -3.910 -4.233
H 1.308 -3.317 -1.854
H -1.113 -4.639 -0.306
H -0.360 -6.672 0.854
H 1.343 -6.530 2.640
H 2.304 -4.340 3.260
H 1.557 -2.290 2.089
C 0.852 3.113 -3.563
Si 1.920 1.763 -2.857
C 1.706 0.079 -3.645
C 3.717 2.285 -3.020
Si 1.465 1.414 -0.382
Si 1.751 3.641 0.372
C 3.484 4.326 0.122
C 1.484 3.600 2.242
C 0.546 4.884 -0.347
Si 3.319 0.160 0.376
C 3.386 -1.592 -0.314
C 5.068 0.825 0.196
C 3.042 0.035 2.248
H 0.867 3.087 -4.658
H 1.226 4.088 -3.245
H -0.188 3.025 -3.252
H 1.841 0.134 -4.731
H 0.708 -0.320 -3.457
H 2.436 -0.632 -3.251
H 4.003 2.293 -4.078
H 4.398 1.613 -2.498
H 3.876 3.291 -2.633
H 4.242 3.683 0.571
H 3.549 5.307 0.600
H 3.737 4.450 -0.931
H 2.312 3.093 2.745
H 0.562 3.069 2.497
H 1.413 4.611 2.656
H 0.837 5.198 -1.351
H 0.501 5.772 0.289
H -0.458 4.461 -0.415
H 3.815 -1.603 -1.320
H 2.394 -2.039 -0.379
H 3.995 -2.240 0.321
H 5.369 0.952 -0.845
H 5.769 0.127 0.662
H 5.187 1.790 0.689
H 1.980 -0.076 2.491
H 3.387 0.951 2.735
H 3.582 -0.803 2.702
F -1.459 2.335 -1.034
C -2.058 2.053 -2.376
F -3.272 1.521 -1.998
F -1.294 0.823 -2.565
```

## Properties
Charge = 0
E_LUMO (spin up / spin down) = -0.0291 / -0.0320 hartree
Kohn-Sham gap (spin up / spin down) = 6.59 / 6.49 eV

Results of the Mulliken charge analysis, in e, for atoms 1 through 2:
1 Ni -0.099
2 N -0.369



No. 7
C18H39NOP2ReSi | ωB97M-V/def2-TZVPD

```
63
Properties=species:S:1:pos:R:3
Re 0.141 0.474 -0.143
P -0.048 1.226 2.022
P 0.290 -0.455 -2.342
N -1.443 -0.329 0.055
H 1.371 2.230 0.326
C -0.893 2.854 1.965
H -0.895 3.295 2.971
H -1.928 2.709 1.625
H -0.389 3.534 1.266
C 1.434 1.571 3.040
H 1.124 2.051 3.976
H 2.099 2.248 2.493
H 1.987 0.654 3.265
C -1.141 0.358 3.225
H -1.088 0.875 4.195
H -0.838 -0.686 3.361
H -2.177 0.379 2.861
C -0.461 0.705 -3.559
H -0.451 0.263 -4.565
H 0.083 1.659 -3.572
H -1.499 0.899 -3.257
C 1.924 -0.751 -3.096
H 1.782 -1.056 -4.140
H 2.476 -1.535 -2.570
H 2.511 0.174 -3.070
C -0.692 -1.956 -2.763
H -0.533 -2.203 -3.823
H -1.760 -1.751 -2.604
H -0.403 -2.816 -2.152
C -2.584 -1.029 0.238
C -5.033 -1.118 0.313
C -3.867 -0.417 0.037
C -2.561 -2.400 0.667
C -3.742 -3.078 0.941
C -4.981 -2.445 0.772
H -6.002 -0.633 0.169
H -3.884 0.621 -0.312
H -1.586 -2.877 0.799
H -3.692 -4.106 1.285
H -5.905 -2.982 0.989
C 1.361 2.718 -0.790
O 0.228 2.122 -1.309
C 1.136 4.241 -0.968
H 2.084 4.797 -0.952
H 0.455 4.668 -0.223
H 0.707 4.393 -1.965
C 2.690 2.360 -1.456
H 2.556 2.340 -2.543
H 3.151 1.421 -1.109
H 3.414 3.162 -1.232
C 1.121 -2.029 2.384
Si 1.399 -1.337 0.605
C 3.260 -0.861 0.564
C 1.375 -3.029 -0.327
H 1.306 -1.298 3.182
H 1.836 -2.862 2.512
H 0.109 -2.444 2.505
H 3.830 -1.692 1.007
H 3.615 -0.705 -0.465
H 3.458 0.048 1.150
H 2.088 -3.690 0.197
H 0.387 -3.510 -0.276
H 1.684 -2.967 -1.379
```

## Properties
Energy above the lowest of the compared OMol25 structures with the same formula, charge and spin = 0.00 kJ/mol
Charge = 0
E_LUMO (spin up / spin down) = 0.0253 / -0.0240 hartree
2S+1 = 4
Kohn-Sham gap (spin up / spin down) = 6.14 / 7.03 eV

Results of the Mulliken charge analysis, in e, for atoms 1 through 2:
1 Re 0.353
2 P 0.533



No. 8
C26H20BrClN2O2PS4Sr | ωB97M-V/def2-TZVPD

```
58
Properties=species:S:1:pos:R:3
Sr -2.705 0.687 0.082
S -6.188 -0.169 -3.259
C -4.956 0.059 -2.139
S -3.563 0.993 -2.568
S -5.080 -0.628 -0.564
Br -5.347 3.025 2.144
C -4.506 1.624 3.144
C -5.022 1.309 4.383
C -4.370 0.262 5.108
C -3.272 -0.337 4.552
C -2.812 0.080 3.288
N -3.465 1.074 2.568
C -1.594 -0.502 2.708
O -0.960 -1.389 3.317
O -1.208 -0.006 1.549
H -5.889 1.823 4.771
H -4.751 -0.042 6.076
H -2.727 -1.130 5.047
Cl 0.222 2.494 -1.407
C 1.260 1.870 -2.643
C 1.738 2.706 -3.634
C 2.575 2.189 -4.612
C 2.917 0.844 -4.583
C 2.431 0.016 -3.585
C 1.599 0.511 -2.581
P 0.719 -0.513 -1.334
C 1.299 -2.180 -1.839
C 2.508 -2.751 -1.439
C 2.882 -4.002 -1.907
C 2.061 -4.700 -2.782
C 0.850 -4.145 -3.176
C 0.472 -2.899 -2.703
C 1.745 -0.226 0.164
C 2.776 0.708 0.238
C 3.435 0.926 1.441
C 3.064 0.221 2.577
C 2.029 -0.704 2.513
C 1.373 -0.924 1.314
H 1.444 3.747 -3.648
H 2.952 2.834 -5.394
H 3.558 0.437 -5.356
H 2.702 -1.032 -3.580
H 3.157 -2.214 -0.759
H 3.820 -4.438 -1.585
H 2.360 -5.673 -3.152
H 0.197 -4.692 -3.844
H -0.479 -2.466 -2.996
H 3.062 1.269 -0.644
H 4.234 1.657 1.492
H 3.571 0.403 3.518
H 1.695 -1.222 3.402
H 0.527 -1.597 1.286
N -0.203 2.360 2.007
H 0.720 2.551 1.620
H -0.468 1.330 1.930
H -0.201 2.639 2.987
S -0.893 4.757 1.247
C -1.297 3.175 1.240
```

## Properties
Energy above the lowest of the compared OMol25 structures with the same formula, charge and spin = 162.40 kJ/mol
Charge = -2
E_LUMO (spin up / spin down) = 0.1406 / 0.1406 hartree
2S+1 = 2
Kohn-Sham gap (spin up / spin down) = 3.53 / 4.78 eV

Results of the Mulliken charge analysis, in e, for atoms 1 through 2:
1 Sr 1.208
2 S -0.480